# 1
Below is a molecular structure, C3H3LiO3Tl in a non-equilibrium geometry, with properties calculated with ωB97M-V with the def2-TZVPD basis set.

Summary:
**Charge**: +2
**2S+1**: 2
**Kohn-Sham gap (spin up / spin down)**: 9.43 / 8.64 eV
**HOMO (spin up / spin down)**: -17.42 / -17.40 eV
**Energy relative to the best compared isomer or geometry (same formula, charge and spin)**: 328.1 kJ/mol
**Molar mass**: 298.4 g mol⁻¹
**Electronic energy**: -521.1366 Ha

XYZ file:
```
11
Properties=species:S:1:pos:R:3:forces:R:3:mulliken_spin:R:1
C 1.024765 -1.875130 0.053308 -0.067 -0.669 -0.017 -0.0009
C 1.338556 -2.003315 1.237481 -0.046 0.641 -1.088 0.0005
H 1.689848 -2.942214 0.460690 0.070 0.039 0.344 0.0000
H 0.741752 -1.947304 -1.016587 0.153 0.291 0.958 -0.0002
H 1.688785 -1.873596 2.257640 -0.163 -0.436 -0.172 0.0001
C -0.923215 1.710775 -0.607292 -0.281 0.427 0.552 -0.0519
O 0.122275 1.383036 0.008522 0.875 -0.074 0.096 0.0704
O -0.902124 2.783155 -1.329888 0.127 0.080 -0.255 0.8234
Li 1.634011 2.319316 0.555912 -0.441 0.033 -0.218 -0.0018
O -2.038861 1.157392 -0.539276 0.281 -0.428 -0.070 0.1619
Tl -4.375792 1.287886 -1.080511 -0.509 0.096 -0.129 -0.0017
```
Forces are in eV/Å.

---

# 2
Below is a molecular structure, F2HInNO5S2 in a non-equilibrium geometry, with properties calculated with ωB97M-V with the def2-TZVPD basis set.

Summary:
**Charge**: +1
**Kohn-Sham gap**: 1.85 eV
**HOMO**: -12.96 eV
**Energy relative to the best compared isomer or geometry (same formula, charge and spin)**: 402.3 kJ/mol
**Molar mass**: 312.0 g mol⁻¹
**Electronic energy**: -1617.0558 Ha

XYZ file:
```
12
Properties=species:S:1:pos:R:3:forces:R:3:lowdin_charge:R:1
In 10.913310 25.351410 -16.022220 -0.014 -0.006 0.009 0.9908
O 12.769530 28.633190 -12.900800 -0.172 -0.072 -0.174 0.0685
H 12.633200 29.596280 -12.992450 0.053 0.107 0.103 0.0336
N 6.882870 28.879430 -16.630520 3.334 3.451 1.411 -0.0977
S 6.944690 30.537100 -16.282450 6.189 4.673 3.551 0.5594
O 6.518830 31.022580 -14.965570 -0.645 -1.895 -2.557 -0.1748
O 6.942080 31.450980 -17.370390 -1.235 -0.919 -0.348 -0.1599
F 8.490010 30.422420 -16.026320 0.654 -0.266 0.164 -0.1789
S 5.414010 28.971260 -16.784260 -10.407 -8.900 -3.959 0.4570
O 4.878400 29.587330 -17.976910 0.761 1.207 1.785 -0.1347
O 4.588240 28.781150 -15.607670 1.294 1.650 -0.660 -0.1339
F 5.330250 27.409670 -17.367200 0.187 0.971 0.675 -0.2295
```
Forces are in eV/Å.

---

# 3
Below is 2 unconnected molecules or ions with the total composition C3H3Cl3 in a non-equilibrium geometry, with properties calculated with ωB97M-V with the def2-TZVPD basis set.

Summary:
**Charge**: 0
**2S+1**: 3
**Kohn-Sham gap (spin up / spin down)**: 9.15 / 8.23 eV
**HOMO (spin up / spin down)**: -8.50 / -9.56 eV
**Energy relative to the best compared isomer or geometry (same formula, charge and spin)**: 141.8 kJ/mol
**Molar mass**: 145.4 g mol⁻¹
**Electronic energy**: -1496.4787 Ha

XYZ file:
```
9
Properties=species:S:1:pos:R:3:forces:R:3:mulliken_spin:R:1
C -0.382434 -0.574746 0.621009 1.050 -0.469 -0.640 0.1738
C -0.372806 -1.671152 -0.166643 0.280 0.435 1.004 -0.0180
C 0.317648 2.040248 -0.516794 -0.700 0.533 -0.350 1.5094
Cl -0.097245 -3.338191 0.370711 -0.671 1.011 -0.086 0.0073
Cl -0.496258 -1.556541 -1.904021 0.303 0.064 0.556 0.0021
Cl 1.802212 2.334788 0.001278 2.489 -0.155 0.445 0.2880
H -0.447769 -0.436481 1.704677 0.107 -1.098 -0.319 -0.0013
H -0.341257 2.837093 -0.290438 -1.540 0.223 -0.312 0.0824
H 0.017909 0.364984 0.180221 -1.317 -0.544 -0.298 -0.0436
```
Forces are in eV/Å.

---

# 4
Below is 7 unconnected molecules or ions with the total composition C17H47NO11 in a non-equilibrium geometry, with properties calculated with ωB97M-V with the def2-TZVPD basis set.

Summary:
**Charge**: 0
**Kohn-Sham gap**: 8.37 eV
**HOMO**: -8.27 eV
**Energy relative to the best compared isomer or geometry (same formula, charge and spin)**: 1350.4 kJ/mol
**Molar mass**: 441.6 g mol⁻¹
**Electronic energy**: -1557.5712 Ha
**SMILES**: CC1(C)CCCC(C)(C)N1O.OCCO.OCCO.OCCO.OCCO.O.O

XYZ file:
```
76
Properties=species:S:1:pos:R:3:forces:R:3:lowdin_charge:R:1
O 10.692630 -17.408770 -8.671340 -3.815 1.623 -0.805 -0.1072
H 11.503910 -17.531350 -9.164330 -2.182 -0.330 1.931 -0.1052
H 10.847900 -17.855050 -7.838900 -0.057 -0.029 0.100 -0.0218
O 11.792930 -18.756690 -7.229370 0.400 1.147 3.733 -0.0950
H 12.739100 -18.627350 -7.163990 0.337 0.264 0.621 0.0655
H 11.536670 -19.092280 -6.370330 0.047 0.563 0.508 0.0617
C 10.260780 -21.622070 -3.785660 -1.416 -1.363 -1.251 -0.0355
C 11.066150 -22.552310 -4.801070 -2.123 3.027 1.920 -0.4743
C 10.588140 -23.954230 -4.608470 -1.956 -0.787 -2.640 -0.1340
C 9.166810 -24.153570 -5.320550 1.586 -0.860 0.420 -0.1317
C 9.252240 -23.696360 -6.790060 0.517 -1.503 1.517 -0.1652
C 9.656050 -22.285560 -6.988440 -1.093 1.785 -0.136 -0.4524
N 10.854690 -21.969120 -6.190220 -0.417 -4.335 1.219 -0.0669
O 11.387080 -20.728610 -6.402350 -0.753 -1.312 0.926 -0.0209
C 10.050980 -22.248390 -8.467830 -3.071 0.069 3.130 -0.0821
C 8.358550 -21.433620 -6.743510 -0.001 -0.093 -0.423 -0.0045
C 12.501250 -22.557210 -4.372590 0.076 0.785 -0.643 -0.0323
H 9.241690 -21.445890 -4.129920 -0.441 -0.317 -1.096 0.0823
H 10.537390 -20.569130 -3.839520 0.579 -5.057 1.570 -0.0514
H 9.878690 -21.970200 -2.826020 1.362 -0.473 0.668 0.1008
H 11.326740 -24.541320 -5.154260 -0.115 -0.685 0.011 0.1146
H 10.573190 -24.275390 -3.566970 0.041 0.346 -0.058 0.1209
H 8.373560 -23.769100 -4.679430 -0.049 0.605 -0.372 0.1008
H 8.946970 -25.219760 -5.375130 0.111 -0.212 0.201 0.0992
H 8.349800 -23.996300 -7.322720 -0.147 0.557 -0.064 0.1307
H 10.050220 -24.260100 -7.273290 0.108 -0.596 0.215 0.1251
H 10.953640 -22.824960 -8.669980 -1.038 -1.851 3.636 0.1114
H 9.321170 -22.802600 -9.058030 -0.271 -0.104 0.409 0.1341
H 10.095520 -21.354720 -9.090300 -1.064 0.508 2.421 0.0790
H 7.663310 -21.836860 -6.007210 0.589 -0.006 0.706 0.0716
H 8.513850 -20.369500 -6.565750 0.131 -0.023 0.006 0.0767
H 7.714080 -21.546950 -7.615240 0.278 0.304 -0.533 0.0798
H 12.835730 -21.548910 -4.128620 0.268 -0.037 -0.113 0.0800
H 13.022880 -22.937700 -5.250800 0.714 -0.271 0.439 0.0959
H 12.544630 -23.169440 -3.471820 0.481 -0.083 -0.207 0.0937
H 11.881540 -20.867690 -7.213380 0.630 -0.329 0.990 0.0890
C 11.076270 -19.731450 -10.051170 0.619 -1.898 -1.350 -0.1757
C 11.297970 -21.032890 -10.973040 -0.613 0.210 0.300 -0.1181
O 11.006760 -22.241790 -10.225930 3.152 1.130 -7.283 -0.1867
O 12.091250 -19.715470 -9.090510 0.376 -1.394 -2.984 -0.1206
H 10.075500 -19.676430 -9.622780 0.008 -0.097 -0.034 0.1289
H 11.187360 -18.775670 -10.563260 -0.436 -0.909 -0.902 0.1056
H 12.289820 -21.176570 -11.401630 0.352 0.825 0.349 0.1133
H 10.644250 -20.999440 -11.844620 -0.408 -0.058 0.138 0.1106
H 11.341770 -22.138130 -9.332270 1.971 1.173 -2.315 -0.0132
H 11.905750 -20.186420 -8.274790 -0.514 0.919 -1.316 0.0529
C 10.518300 -18.999410 -3.555020 2.172 1.884 -0.057 -0.2968
C 11.727970 -18.069510 -3.534920 0.542 0.506 1.717 -0.2368
O 12.040820 -17.590470 -4.752380 -0.187 0.972 -4.757 -0.0585
O 9.290700 -18.425240 -3.688420 -1.652 1.077 0.583 0.0165
H 10.601780 -19.601880 -2.650490 -0.543 0.691 0.374 0.1378
H 10.590180 -19.745460 -4.346440 0.991 3.353 -1.500 0.0649
H 12.677380 -18.534270 -3.268980 -0.441 -0.817 1.457 0.1285
H 11.557110 -17.142390 -2.987780 -0.419 -0.525 1.438 0.1285
H 12.791460 -16.992150 -4.764510 -0.121 -0.074 0.307 0.1078
H 9.208400 -17.990140 -4.540180 0.127 0.062 -0.118 0.1073
C 15.540370 -18.971160 -7.938360 1.590 -1.415 0.770 -0.1888
C 16.741120 -19.915760 -8.375920 -2.304 0.893 0.049 -0.2167
O 16.387190 -20.345610 -9.647570 0.850 -0.455 -1.635 -0.0668
O 14.209650 -19.485680 -8.072800 3.163 -6.374 1.101 -0.1109
H 15.547170 -18.001060 -8.435290 2.177 -1.929 -1.145 0.1121
H 15.778190 -18.694900 -6.911130 -0.355 -0.137 0.769 0.1140
H 16.994150 -20.794910 -7.783350 -0.391 0.181 0.727 0.1103
H 17.627370 -19.281390 -8.392060 0.040 0.008 -0.348 0.1137
H 15.655960 -20.963730 -9.577910 -0.170 0.146 0.153 0.0851
H 13.555540 -18.878020 -8.425610 1.427 -1.460 -0.938 0.0151
C 13.140970 -16.570720 -8.646780 -0.279 2.197 -0.174 -0.1519
C 12.567260 -16.833490 -10.050730 1.955 2.017 -1.802 -0.2004
O 13.447310 -16.739350 -11.196480 0.858 -0.440 1.176 -0.0355
O 14.002360 -17.548060 -8.149210 -2.239 8.375 0.130 -0.1836
H 12.275170 -16.505310 -7.987830 0.246 0.280 -0.208 0.1185
H 13.658330 -15.621420 -8.508040 -0.169 0.420 -0.891 0.1421
H 11.886150 -16.003320 -10.237810 -0.686 -0.413 0.561 0.1529
H 12.067950 -17.802200 -10.031060 1.748 0.287 -1.785 0.0602
H 12.935070 -16.823240 -12.004060 -0.207 -0.044 0.140 0.0843
H 14.729460 -17.030260 -7.795940 -0.474 -0.097 0.344 0.1175
```
Forces are in eV/Å.

---

# 5
Below is 2 unconnected molecules or ions with the total composition C2H8N3O3 in a non-equilibrium geometry, with properties calculated with ωB97M-V with the def2-TZVPD basis set.

Summary:
**Charge**: +1
**Kohn-Sham gap (spin up / spin down)**: 8.87 / 8.30 eV
**HOMO (spin up / spin down)**: -13.03 / -12.61 eV
**Energy relative to the best compared isomer or geometry (same formula, charge and spin)**: 597.2 kJ/mol
**Molar mass**: 122.1 g mol⁻¹
**Electronic energy**: -470.5277 Ha

XYZ file:
```
16
Properties=species:S:1:pos:R:3:forces:R:3:lowdin_charge:R:1
C -1.170673 -0.487508 -0.315317 1.786 0.277 1.766 -0.2178
C -0.029272 0.989231 1.418750 -4.304 2.485 -2.975 -0.2092
N -0.435917 -1.470960 -2.413026 1.148 -0.547 1.620 0.1381
N -0.316591 -0.559697 -1.332517 -0.581 -0.319 -0.661 -0.2193
N 1.393841 0.688097 1.301014 -1.958 -3.559 2.568 0.2233
O -2.023310 -1.219767 0.051500 -0.175 0.576 -0.304 0.1371
O -0.692888 0.980964 2.643194 0.412 -1.501 -1.109 -0.0079
O 0.791145 0.276680 -1.428236 -0.506 -0.403 1.343 0.0229
H -0.310800 1.976775 0.888364 1.089 -1.676 0.554 0.1516
H -0.084695 -2.376152 -2.013974 -0.770 0.803 -1.002 0.1373
H -1.406287 -1.519746 -2.692450 -0.123 -0.142 -0.006 0.1103
H 1.470097 -0.325999 1.606062 0.487 1.452 0.734 0.2151
H 1.942250 1.335842 1.794107 1.530 0.864 1.149 0.1554
H 1.700781 0.545471 0.385759 0.200 0.744 -2.723 0.0999
H -1.635120 0.680676 2.456535 1.582 0.435 0.361 0.1506
H 0.807441 0.486092 -2.349765 0.184 0.510 -1.313 0.1125
```
Forces are in eV/Å.

---

# 6
Below is 2 unconnected molecules or ions with the total composition CH3N2O in a non-equilibrium geometry, with properties calculated with ωB97M-V with the def2-TZVPD basis set.

Summary:
**Charge**: +1
**Kohn-Sham gap**: 10.54 eV
**HOMO**: -17.21 eV
**Energy relative to the best compared isomer or geometry (same formula, charge and spin)**: 164.4 kJ/mol
**Molar mass**: 59.0 g mol⁻¹
**Electronic energy**: -224.2840 Ha

XYZ file:
```
7
Properties=species:S:1:pos:R:3:forces:R:3:lowdin_charge:R:1
C 0.599022 -0.636004 -0.282513 1.752 -0.603 0.144 0.0500
N -3.265598 -0.248265 -0.284368 0.732 1.370 1.767 0.3309
N -2.568014 0.334465 0.347539 -2.206 -0.984 -2.359 0.1959
O -0.505853 -0.715678 0.239670 0.401 0.221 -0.701 -0.0208
H 1.364653 -1.515531 -0.530574 -2.161 1.331 0.683 0.1736
H 0.986258 0.366900 -0.451588 0.262 0.119 -0.434 0.1066
H -1.416825 0.427379 0.247604 1.220 -1.454 0.900 0.1637
```
Forces are in eV/Å.